DFT (ωB97M-V/def2-TZVPD) results for a cluster of 2 separate species, CH6NO2 in total.

```
10
CH6NO2 | the Open Molecules 2025 dataset | ωB97M-V/def2-TZVPD
N -0.74 -1.23 0.11
C -1.00 0.20 0.50
O 0.13 0.91 0.61
H 0.15 -1.18 -0.36
H -1.49 -1.53 -0.52
H -1.56 0.17 1.46
H -1.73 0.63 -0.24
H 1.39 0.58 -0.07
H 2.61 1.17 -0.82
O 2.24 0.28 -0.68
```

The value obtained for the relative energy (zero: lowest compared OMol25 entry of this formula, charge and spin) is 6.8 kcal/mol. As for the net charge: -1. As for the frontier orbital gap: 7.814 eV.

Mulliken charges, unit e, in atom order:
1. N -0.642
2. C -0.132
3. O -0.847
4. H 0.215
5. H 0.212
6. H 0.147
7. H 0.162
8. H 0.425
9. H 0.233
10. O -0.772

DFT (ωB97M-V/def2-TZVPD) results for a cluster of 2 separate species, CH6NO2 in total.

```
10
CH6NO2 | the Open Molecules 2025 dataset | ωB97M-V/def2-TZVPD
N -0.53 -1.41 -0.61
C 0.30 -0.68 0.52
O 1.15 0.34 0.34
H -0.05 -2.20 -0.99
H -0.71 -0.67 -1.35
H 0.71 -1.61 0.99
H -0.44 -0.55 1.32
H 0.41 1.68 0.05
H -0.91 2.52 -0.14
O 0.07 2.59 -0.13
```

The value obtained for the relative energy (zero: lowest compared OMol25 entry of this formula, charge and spin) is 14.4 kcal/mol. As for the net charge: -1. As for the frontier orbital gap: 7.783 eV.

Mulliken charges, unit e, in atom order:
1. N -0.604
2. C -0.508
3. O -0.898
4. H 0.209
5. H 0.220
6. H 0.332
7. H 0.255
8. H 0.480
9. H 0.258
10. O -0.745

DFT (ωB97M-V/def2-TZVPD) results for a cluster of 2 separate species, CH6NOS in total.

```
10
CH6NOS | the Open Molecules 2025 dataset | ωB97M-V/def2-TZVPD
S 0.61 1.03 -2.27
H -0.47 0.23 -1.90
N -1.24 0.10 0.83
C 0.21 -0.54 0.65
O 1.38 0.16 0.73
H -1.62 0.17 -0.07
H -0.94 0.95 1.20
H 0.19 -0.96 -0.35
H 0.25 -1.38 1.42
H 1.64 0.24 -0.24
```

The value obtained for the relative energy (zero: lowest compared OMol25 entry of this formula, charge and spin) is 24.6 kcal/mol. As for the net charge: -1. As for the frontier orbital gap: 7.423 eV.

Mulliken charges, unit e, in atom order:
1. S -0.773
2. H -0.109
3. N -0.648
4. C -0.438
5. O -0.436
6. H 0.303
7. H 0.248
8. H 0.374
9. H 0.193
10. H 0.287

DFT (ωB97M-V/def2-TZVPD) results for a cluster of 2 separate species, CH6NOS in total.

```
10
CH6NOS | the Open Molecules 2025 dataset | ωB97M-V/def2-TZVPD
S -0.98 0.75 2.11
H -0.08 0.23 2.96
N 0.13 -1.21 -0.32
C 0.58 -0.03 -1.03
O -0.51 1.02 -1.15
H -0.85 -1.22 -0.39
H 0.24 -1.01 0.71
H 0.72 -0.23 -2.14
H 1.44 0.47 -0.52
H -0.71 1.24 -0.24
```

The value obtained for the relative energy (zero: lowest compared OMol25 entry of this formula, charge and spin) is 9.8 kcal/mol. As for the net charge: -1. As for the frontier orbital gap: 7.423 eV.

Mulliken charges, unit e, in atom order:
1. S -0.845
2. H -0.038
3. N -0.643
4. C -0.143
5. O -0.496
6. H 0.323
7. H 0.222
8. H 0.180
9. H 0.222
10. H 0.219